The following is a DFT calculation (ωB97M-V/def2-TZVPD) of a cluster of 8 separate species, C28H77ClN7O11 in total at a distorted geometry.

```
124
Properties=species:S:1:pos:R:3:forces:R:3:mulliken_charge:R:1
Cl 23.8299 14.4785 -23.6074 -1.811 1.650 1.014 1.2699
O 23.9691 15.8594 -24.0988 0.249 -1.197 0.308 -0.3783
O 25.1036 13.8082 -23.6088 0.416 0.215 -0.312 -0.8088
O 23.3063 14.5115 -22.2413 0.594 0.093 -0.589 -0.6228
O 22.8603 13.7866 -24.4181 0.372 -0.190 -0.359 -0.5499
C 26.1511 13.9239 -20.2260 -0.063 -1.974 -0.021 -0.6512
C 27.4896 13.1888 -20.5472 -1.074 1.162 -0.273 0.6802
C 27.5502 11.6888 -20.2749 2.117 -0.815 0.237 -0.7667
O 28.8522 11.1125 -20.7492 -0.886 0.428 0.227 -0.3142
C 29.2165 9.9119 -20.0750 -0.100 0.766 -0.054 -0.7428
N 27.8282 13.5686 -21.9170 0.687 0.148 -0.005 -0.5432
H 25.9468 13.8336 -19.1591 -0.336 0.426 0.068 0.5784
H 25.3634 13.4240 -20.7897 -0.324 0.030 0.119 -0.1497
H 26.1648 14.9423 -20.6142 0.210 -0.017 0.441 -0.0261
H 28.1300 13.6615 -19.8026 0.977 -0.131 -0.494 0.1903
H 26.7359 11.0654 -20.6440 -0.162 0.207 -0.239 0.1770
H 27.6661 11.5557 -19.1993 -0.752 0.041 0.317 0.4544
H 29.1441 10.0362 -18.9945 -0.510 -0.116 0.295 0.3120
H 30.2763 9.6907 -20.2017 0.048 0.263 -0.623 0.2711
H 28.6455 9.0543 -20.4308 -0.207 -0.108 0.141 0.2435
H 26.9905 13.6550 -22.4747 -0.578 -0.867 -0.136 0.1575
H 28.0230 14.5583 -21.8655 0.929 0.168 0.028 0.3303
C 23.1256 10.9326 -21.8188 0.364 -0.293 1.868 -1.5318
C 24.1936 10.2888 -22.6847 -1.177 0.197 -0.401 1.4968
C 23.7846 8.8553 -22.9593 0.706 -0.328 0.154 -1.2092
O 24.7692 8.3054 -23.7838 1.228 -0.477 -0.215 -0.2876
C 24.6958 6.9188 -24.0337 -0.010 0.641 0.382 -0.8139
N 24.3178 11.0174 -23.9330 -0.109 -0.016 0.024 -0.5939
H 22.0956 10.5974 -21.9415 -0.056 0.154 -0.764 0.3890
H 23.2051 12.0189 -21.7797 -0.174 -0.001 -0.292 0.2240
H 23.3336 10.6004 -20.8017 -0.013 0.067 0.482 0.4800
H 25.1495 10.3726 -22.1678 0.079 -0.530 0.021 -0.2035
H 22.8008 8.7375 -23.4135 -0.331 0.523 -0.358 0.3794
H 23.6902 8.3210 -22.0140 0.251 -0.319 0.394 0.4372
H 23.9925 6.7870 -24.8560 -0.367 -0.680 0.236 0.2720
H 24.4924 6.4073 -23.0929 -0.768 -0.362 -0.069 0.3427
H 25.6532 6.4873 -24.3260 0.255 0.603 -0.294 0.2391
H 23.3540 11.2593 -24.1140 -0.292 0.186 -0.817 0.3189
H 24.6810 11.9130 -23.6394 0.388 0.211 -0.460 0.0178
C 25.7494 19.2568 -27.4651 -0.878 0.318 -1.652 -1.3885
C 25.7219 19.8002 -26.0864 0.192 -1.240 1.773 0.2551
C 24.4293 19.3330 -25.3026 -0.387 1.090 0.439 0.2736
O 24.2439 20.0941 -24.0836 1.866 0.423 0.640 -0.4767
C 23.0759 19.8807 -23.2816 1.265 -0.690 -1.617 -0.1790
N 27.0205 19.3180 -25.5231 -0.874 1.392 0.347 -0.7262
H 24.9282 19.6905 -28.0357 -0.285 -0.260 -0.192 0.4625
H 25.6908 18.1700 -27.5230 -0.081 -0.030 0.208 0.0189
H 26.6406 19.5651 -28.0117 0.216 0.005 0.291 0.3960
H 25.6459 20.8874 -26.1014 0.415 0.120 0.097 0.2441
H 24.4078 18.2614 -25.1043 0.140 -0.168 -0.014 -0.1924
H 23.5453 19.6406 -25.8611 -0.146 -0.449 -0.835 0.2712
H 22.2818 20.2064 -23.9534 -0.876 -0.256 0.626 0.2443
H 23.1407 20.4394 -22.3479 0.097 0.325 -0.344 0.3000
H 23.0639 18.8237 -23.0156 -0.584 -0.121 -0.088 -0.0930
H 26.9835 19.3792 -24.5157 0.087 0.069 0.218 0.3292
H 27.1338 18.3397 -25.7471 -0.335 -0.280 -0.004 0.3010
C 24.4660 14.7658 -27.4128 -1.001 -0.010 2.084 -0.2379
C 24.3078 14.1607 -28.7502 1.270 -0.097 -0.563 0.4967
C 23.6566 12.7819 -28.6780 1.079 -0.537 -0.881 -0.7499
O 23.4836 12.3323 -30.0450 -0.546 -0.079 0.329 -0.3520
C 22.7074 11.1543 -30.0956 -0.340 -0.110 0.019 -0.7608
N 23.6779 15.0986 -29.6309 -0.964 0.156 -0.626 -0.7282
H 24.7958 15.7967 -27.2843 0.403 -0.093 -0.748 -0.4179
H 24.9879 14.1438 -26.6856 0.295 -0.141 -0.161 0.2680
H 23.4591 14.7929 -26.9962 -0.313 0.107 0.319 -0.0303
H 25.2830 14.0398 -29.2218 0.317 -0.479 0.128 0.2304
H 22.7494 12.6975 -28.0796 -0.443 0.434 -0.230 0.3633
H 24.3608 12.0908 -28.2147 0.170 -0.076 0.288 0.4540
H 21.8182 11.2903 -29.4799 -0.076 -0.249 0.281 0.3223
H 23.2524 10.2574 -29.8014 0.227 0.029 0.512 0.2828
H 22.3272 10.8965 -31.0840 0.298 0.675 -0.391 0.2762
H 23.5419 14.5943 -30.4953 0.002 0.104 -0.483 0.3729
H 22.7327 15.2382 -29.3037 -0.397 0.382 0.202 0.2298
C 29.1951 16.9089 -24.9336 0.314 -0.467 0.103 -1.7145
C 27.9847 16.1259 -24.4345 -0.669 1.411 0.706 0.2033
C 27.5727 16.7654 -23.0435 -0.525 -2.198 -1.734 -0.3135
O 28.6173 16.4258 -22.1756 0.603 1.328 1.342 -0.5307
C 28.3706 17.0183 -20.8957 0.009 0.238 -0.427 -0.7523
N 26.8420 16.2013 -25.3932 1.116 0.141 0.697 0.0487
H 28.9954 17.9793 -24.9838 -0.013 -0.092 -0.272 0.3458
H 29.5583 16.5178 -25.8840 -0.175 0.192 -0.270 0.4172
H 30.0300 16.7731 -24.2460 -0.069 -0.035 0.170 0.4215
H 28.2625 15.0916 -24.2317 0.077 -0.088 0.127 0.5470
H 26.6917 16.2330 -22.6849 -0.546 -0.060 -0.045 -0.0026
H 27.2650 17.8089 -23.1101 0.642 0.328 0.050 0.5135
H 29.1730 16.8340 -20.1813 0.003 -0.517 -0.263 0.2774
H 27.4040 16.6779 -20.5245 0.006 -0.143 0.298 0.2571
H 28.3072 18.1031 -20.9807 -0.050 0.227 -0.188 0.3574
H 27.0997 15.6290 -26.1846 -0.097 -0.098 -0.243 0.2069
H 26.0517 15.7505 -24.9545 -0.378 -0.049 -0.022 -0.3397
C 17.1160 18.6333 -26.5549 -0.308 0.415 1.514 -1.4117
C 18.4698 19.1570 -26.9649 0.420 -2.240 0.188 0.2590
C 19.6580 18.4747 -26.1631 -0.304 1.298 0.916 -0.3788
O 19.6925 17.0538 -26.1021 -2.501 1.313 -1.081 -0.4498
C 20.8721 16.5784 -25.6218 2.076 -1.095 0.263 -0.7613
N 18.6185 18.7806 -28.3143 0.447 -0.118 -2.533 -0.7778
H 16.9312 18.9997 -25.5451 -0.396 -0.028 0.163 0.3398
H 17.0964 17.5466 -26.4729 0.234 -0.053 -0.216 0.2505
H 16.2949 18.9475 -27.1992 0.251 0.150 -0.112 0.4229
H 18.5204 20.2424 -27.0511 0.186 0.135 1.214 0.3782
H 19.6562 18.8611 -25.1439 -0.049 0.016 0.466 0.1788
H 20.5974 18.8385 -26.5794 0.202 0.047 -0.387 0.3429
H 21.6883 16.6677 -26.3387 0.220 0.320 -0.335 0.6186
H 20.8044 15.5053 -25.4433 -0.270 0.036 0.124 0.2385
H 21.2306 17.0486 -24.7061 -0.192 0.190 0.247 0.1296
H 19.5495 19.0669 -28.5813 0.156 -0.188 -0.598 0.2631
H 18.5643 17.7789 -28.4320 0.072 -0.194 0.032 0.3118
C 20.5243 17.6873 -21.8034 -0.611 -0.276 0.141 -0.8966
C 19.9570 16.3406 -21.4722 -0.965 -1.257 1.354 0.3095
C 19.8305 15.4773 -22.6956 -1.178 -0.136 -1.053 0.7812
O 18.8847 14.3819 -22.4904 0.973 -0.258 -0.504 -0.4940
C 19.1083 13.2856 -23.3910 0.687 -0.188 0.534 -0.5260
N 20.6465 15.6577 -20.3808 0.973 0.281 0.031 -0.7983
H 20.5719 18.2723 -20.8849 0.350 0.104 -0.140 0.4796
H 19.7407 18.0993 -22.4394 0.450 0.590 -0.342 0.2709
H 21.4824 17.5876 -22.3134 -0.021 0.272 0.045 -0.2446
H 18.9872 16.4720 -20.9924 -0.583 0.319 -0.648 0.3789
H 20.8315 15.2211 -23.0427 0.148 -0.919 0.315 -0.6036
H 19.4250 16.0185 -23.5505 -0.215 0.477 0.025 0.1254
H 19.0904 13.4867 -24.4622 -0.213 0.766 -0.087 0.2472
H 18.4043 12.4680 -23.2359 -0.357 0.374 0.418 0.3465
H 20.0931 12.8574 -23.2044 0.260 0.010 0.068 0.0811
H 20.2581 14.7368 -20.2350 -0.240 -0.105 -0.097 0.3497
H 21.5963 15.5007 -20.6860 0.467 -0.195 0.090 0.1690
```
Forces are in eV/Å.

Net charge: -1
Spin multiplicity: 1
Electronic energy, eV: -75750.018
Maximum force, eV/A: 3.0
LUMO level, eV: 2.46



The following is a DFT calculation (ωB97M-V/def2-TZVPD) of a cluster of 7 separate species, C28H77N7O7 in total at a distorted geometry.

```
119
Properties=species:S:1:pos:R:3:forces:R:3:mulliken_charge:R:1
C -1.0407 -2.9925 1.6495 -0.734 3.104 -0.288 -0.7559
O -0.0621 -2.0693 1.0284 0.237 -1.648 0.500 -0.3394
C 0.4378 -1.1450 1.9925 -0.490 0.681 0.306 -0.8152
C 1.3599 -0.0714 1.3290 -0.894 -1.612 0.418 0.5170
C 2.0500 0.9197 2.2305 -0.198 0.058 1.021 -1.3913
N 0.6305 0.6945 0.3430 -0.499 -0.119 -1.279 -0.7117
H -0.8737 -3.1333 2.7173 0.747 -0.945 -0.243 0.3431
H -1.4336 -3.7940 1.0239 1.252 -0.328 0.039 0.3123
H -1.9252 -2.3581 1.7075 -0.552 0.204 0.066 0.2458
H -0.4493 -0.6965 2.4398 -0.189 0.623 0.222 0.3742
H 0.9434 -1.6255 2.8300 0.353 -0.436 -0.067 0.3846
H 2.1193 -0.7410 0.9253 0.201 0.417 -0.829 0.2695
H 2.3666 0.5036 3.1869 0.331 -0.317 -0.081 0.3772
H 1.3743 1.7225 2.5255 -0.106 0.135 -0.281 0.3220
H 2.9046 1.3519 1.7099 -0.092 0.018 0.083 0.3194
H 0.3599 0.1296 -0.4493 0.758 -0.459 -0.523 0.3318
H -0.3196 0.8359 0.6552 -0.147 0.620 0.921 0.2197
C -5.3432 -1.9586 -7.5336 0.455 -0.284 0.055 -0.7408
O -4.6494 -2.7513 -6.5930 0.021 1.520 0.905 -0.2893
C -4.2002 -1.8418 -5.5616 0.996 -1.833 0.128 -0.6323
C -3.1953 -2.6545 -4.7304 -0.434 -0.968 2.575 0.4220
C -3.7366 -4.0206 -4.2945 -1.303 -0.381 -1.085 -1.4003
N -2.8157 -2.0232 -3.4333 0.988 0.961 -0.927 -0.6729
H -4.6233 -1.2580 -7.9566 0.054 -0.155 -0.830 0.3033
H -6.0594 -1.2854 -7.0624 -0.608 -0.358 0.150 0.3018
H -5.7857 -2.6811 -8.2194 -0.095 0.589 -0.293 0.2399
H -3.6637 -0.9918 -5.9831 -0.113 0.192 -0.208 0.3668
H -5.0561 -1.4891 -4.9861 -0.080 0.006 0.208 0.3607
H -2.3037 -2.8780 -5.3162 0.140 0.584 -0.077 0.1655
H -4.5900 -3.9026 -3.6268 -0.444 0.287 -0.264 0.3336
H -3.1220 -4.6902 -3.6928 0.857 0.348 -0.404 0.4147
H -4.0554 -4.5225 -5.2081 -0.175 -0.539 0.263 0.3190
H -3.5774 -1.7117 -2.8478 -0.375 -0.125 -0.338 0.2603
H -2.3218 -2.7336 -2.9121 0.125 0.171 0.155 0.2506
C -1.5922 -7.7239 8.3822 0.610 -1.027 -0.263 -0.7599
O -0.9198 -8.0906 9.5578 0.824 0.470 0.882 -0.3370
C 0.5031 -8.2064 9.4596 -1.276 -0.992 0.351 -0.6446
C 1.0349 -9.2649 10.4577 0.711 1.233 0.844 0.5707
C 0.8467 -8.9829 12.0031 -0.361 -1.719 -0.942 -1.3538
N 2.4390 -9.4486 10.1692 1.651 -0.265 -0.214 -0.6870
H -1.0786 -6.9892 7.7622 -0.102 0.792 0.456 0.3135
H -2.6084 -7.4714 8.6849 0.125 0.142 -0.434 0.2369
H -1.5410 -8.6003 7.7361 -0.711 -0.299 -0.311 0.3151
H 0.7587 -8.6289 8.4879 0.008 0.074 -0.397 0.3355
H 0.9913 -7.2351 9.5392 0.095 0.137 0.292 0.2870
H 0.5827 -10.2304 10.2310 -0.392 0.160 0.035 0.1445
H 0.9506 -7.9623 12.3713 -0.426 -0.085 -0.294 0.3189
H 1.4490 -9.6426 12.6278 1.194 0.238 -0.468 0.4357
H -0.0509 -9.5461 12.2587 -1.003 1.256 0.071 0.3553
H 2.6818 -9.4739 9.1892 -0.551 -0.441 -0.405 0.2304
H 3.0821 -8.7322 10.4748 -0.395 0.327 0.795 0.2388
C 5.2645 -4.8221 -0.8465 -2.441 -1.035 1.163 -0.8194
O 5.6785 -4.1854 0.3323 1.450 1.303 -0.424 -0.2937
C 5.7624 -5.0308 1.4456 -1.574 0.196 0.219 -0.6926
C 5.9322 -4.2356 2.7496 5.880 -0.661 -1.581 0.3542
C 7.1122 -3.1830 2.4662 -1.818 0.175 0.563 -1.2821
N 6.5843 -5.2462 3.6678 -1.474 -0.057 1.386 -0.7716
H 4.9614 -4.1518 -1.6507 0.723 0.249 0.219 0.2837
H 4.3361 -5.2486 -0.4667 -0.873 -0.405 -0.786 0.3321
H 5.7585 -5.7334 -1.1837 1.110 0.388 -0.042 0.3236
H 4.7893 -5.4909 1.6168 -0.262 -0.776 -0.486 0.3491
H 6.5044 -5.8040 1.2465 0.270 -0.009 0.508 0.3118
H 5.0087 -3.7443 3.0557 0.253 -0.405 0.474 0.3650
H 7.2691 -2.6946 3.4279 -0.008 0.594 -0.169 0.4109
H 6.7921 -2.5185 1.6638 0.189 0.395 0.290 0.3114
H 8.0895 -3.5835 2.1969 -0.349 -0.683 -0.165 0.3091
H 6.8581 -4.8766 4.5670 -0.983 0.655 0.482 0.2490
H 7.5128 -5.5810 3.4534 -0.104 0.085 -1.649 0.2597
C -5.3837 0.7516 2.4558 1.061 0.935 1.921 -0.8534
O -4.7471 1.4804 1.4259 -0.883 -0.567 -1.423 -0.1868
C -5.6481 2.2304 0.6091 1.170 0.642 -0.783 -0.6988
C -4.8435 3.1963 -0.3007 -1.581 1.083 0.824 0.4716
C -4.0274 4.1731 0.5009 1.324 0.438 0.368 -1.3682
N -5.8724 4.0054 -1.1018 1.104 -1.513 -0.488 -0.7161
H -5.5795 1.5518 3.1696 -0.543 -0.376 0.724 0.3438
H -4.6467 0.0915 2.9132 0.384 0.204 -0.120 0.2266
H -6.2547 0.0971 2.4239 -0.440 0.359 -1.514 0.3230
H -6.2617 1.5652 0.0016 -0.207 0.042 0.079 0.3413
H -6.2412 2.9621 1.1577 -0.530 -0.479 0.717 0.3128
H -4.0836 2.6632 -0.8722 -0.703 -0.170 -0.805 0.2792
H -3.4003 4.6942 -0.2224 0.022 0.352 -0.014 0.3794
H -3.3049 3.7165 1.1775 -0.099 -0.362 0.085 0.3253
H -4.5501 4.9343 1.0801 -0.477 -0.171 -0.104 0.2916
H -5.4151 4.7351 -1.6296 0.271 -0.103 -0.126 0.2760
H -6.5712 4.4938 -0.5602 0.148 -0.328 0.655 0.2469
C -0.2169 12.4328 -0.9899 0.287 0.171 -0.408 -0.7659
O 0.7176 11.7266 -0.1816 -0.771 1.376 1.144 -0.3158
C 0.4029 10.3867 0.0350 -0.442 -1.420 -1.962 -0.7025
C 1.4559 9.7027 0.8414 -0.485 -0.463 1.800 0.6918
C 1.3291 8.2123 1.0192 -0.185 -1.473 -1.200 -1.6145
N 1.3798 10.1716 2.2385 1.712 1.283 -0.463 -0.6773
H -0.0976 13.5144 -0.9264 0.843 -0.068 0.184 0.2771
H -1.2794 12.3601 -0.7580 -0.066 -0.932 0.384 0.3145
H -0.0358 12.1310 -2.0215 -0.305 0.019 -0.239 0.3012
H -0.5685 10.1094 0.4446 -0.422 0.855 0.524 0.2963
H 0.3483 9.9551 -0.9644 0.154 -0.578 -0.445 0.3536
H 2.4091 9.9051 0.3530 0.324 0.327 0.561 0.2271
H 1.6008 7.6052 0.1557 0.240 0.290 -0.406 0.3978
H 0.3139 7.8566 1.1952 -0.230 0.351 0.488 0.3614
H 1.9876 7.8559 1.8113 -0.162 0.273 0.129 0.4023
H 0.6621 9.8203 2.8563 -0.185 -0.077 -0.597 0.2154
H 1.4418 11.1797 2.2291 -0.307 0.063 0.506 0.2377
C 1.0347 3.3304 -6.3900 0.006 -0.095 -0.487 -0.7507
O 1.2935 3.8280 -7.7445 1.071 -1.714 0.780 -0.3050
C 1.6303 2.7084 -8.6512 -0.979 0.584 -1.309 -0.7113
C 2.0783 3.1907 -10.0904 -0.809 2.084 0.698 0.3352
C 1.1898 4.3430 -10.5011 0.238 2.591 1.511 -1.3996
N 1.9050 2.2760 -11.1718 0.202 -2.190 0.148 -0.7503
H 0.0688 2.8496 -6.2351 -0.324 -0.307 -0.851 0.2965
H 0.9672 4.1124 -5.6337 0.625 0.556 -0.549 0.2708
H 1.7774 2.5948 -6.0810 0.256 0.152 -0.066 0.3054
H 2.3116 1.9081 -8.3623 0.383 0.497 1.001 0.3967
H 0.6656 2.2147 -8.7685 -0.177 -0.360 -0.376 0.3001
H 3.1154 3.5145 -10.1789 0.158 0.075 0.831 0.2819
H 1.5010 4.9249 -11.3686 0.113 -0.803 -0.705 0.4647
H 1.2982 5.1547 -9.7818 -0.443 0.021 0.566 0.3089
H 0.1290 4.0979 -10.5553 0.059 -0.211 -0.083 0.3242
H 0.9306 2.0189 -11.1034 -0.288 -0.393 -0.609 0.3124
H 1.9982 2.8878 -11.9700 -0.095 -0.490 -0.495 0.3202
```
Forces are in eV/Å.

Spin multiplicity: 1
Electronic energy, eV: -55038.044
Maximum force, eV/A: 6.1
LUMO level, eV: 0.40